Entry 1:
21
Properties=species:S:1:pos:R:3 method="wB97M-V/def2-TZVPD" homo_energy_ev="-4.832 / -9.274" s_squared=0.750 spin_multiplicity=2 total_charge=0 gap_ha="0.1385 / 0.3062"
O 0.21 -0.89 0.26
C -0.59 -0.35 -0.81
O -1.23 -1.15 -1.50
O -1.43 0.49 0.16
C -2.58 1.05 -0.29
C 1.24 -1.81 -0.14
H 0.74 -2.73 -0.48
H 1.80 -1.39 -0.99
C 2.17 -2.08 1.02
H 2.61 -1.14 1.39
H 1.64 -2.58 1.84
H 2.98 -2.73 0.69
C -3.28 1.95 0.41
H -2.81 0.81 -1.33
H -4.20 2.35 -0.01
H -2.85 2.46 1.27
O 2.39 2.51 -1.59
C 1.67 2.10 -0.77
O 1.36 1.99 0.38
Ca -0.02 0.62 1.85
H 0.20 0.52 -1.38

Entry 2:
23
Properties=species:S:1:pos:R:3 method="wB97M-V/def2-TZVPD" homo_energy_ev="-23.084 / -23.466" e_above_lowest_kcal_mol=0.0 s_squared=8.773 spin_multiplicity=6 total_charge=+4 gap_ha="0.3091 / 0.2517"
Yb -0.22 0.03 -6.24
Co 0.12 -0.84 0.85
Cl -1.08 2.19 -5.83
Cl 1.29 -2.04 -0.41
C -0.98 -1.96 1.59
C -0.73 0.34 -8.51
C 0.24 -2.16 -7.62
O -1.32 -2.80 2.33
O -0.97 0.43 -9.63
O 0.39 -2.99 -8.38
C 1.01 2.20 3.16
P 0.35 0.62 2.46
C 1.18 -0.64 3.47
C -1.41 0.65 2.88
H 2.10 2.27 3.02
H 0.75 2.05 4.21
H 0.50 3.08 2.73
H 0.98 -0.31 4.50
H 0.89 -1.70 3.29
H 2.25 -0.53 3.23
H -1.50 0.71 3.97
H -1.78 1.58 2.44
H -2.05 -0.16 2.50